No. 1
This record from the OMol25 dataset describes C34H46AlCl36F2N2O2S2 as an isolated structure. The level of theory is ωB97M-V/def2-TZVPD.

Last column: Mulliken charge in e.
Element x y z (Å)
1 C 3.983 -1.836 3.230  -0.7546
2 C 4.020 -0.260 2.915  0.4255
3 C 5.246 0.225 2.001  -0.2106
4 C 5.430 -0.571 0.619  -0.7795
5 N 4.571 -0.104 -0.505  0.4347
6 C 4.841 1.313 -0.905  -0.6829
7 C 3.751 2.380 -0.412  -0.6840
8 C 2.359 1.767 0.084  0.8449
9 C 1.179 1.778 -1.041  -0.5519
10 Al 0.057 0.093 -0.697  -0.3419
11 C -1.763 0.503 0.235  -0.6656
12 C -2.061 -0.813 1.147  0.4398
13 C -3.089 -1.947 0.755  0.4110
14 C -3.272 -3.211 1.681  -0.9234
15 C -2.388 -3.284 2.978  0.9292
16 C -2.519 -4.590 3.921  -0.4800
17 C -1.393 -2.163 3.397  -0.8603
18 C -1.215 -0.906 2.472  -0.5724
19 N -0.163 -1.026 -2.271  0.6564
20 C -1.309 -0.608 -3.091  0.2727
21 O -1.125 0.144 -4.071  -0.5938
22 F -2.663 -1.050 -2.852  -0.2145
23 C -0.458 -2.420 -1.895  0.2623
24 O -0.262 -2.902 -0.749  -0.3992
25 F -0.970 -3.359 -2.870  -0.3573
26 C 4.870 -0.904 -1.745  -0.2433
27 S 6.431 -1.009 -2.407  -0.1590
28 S 3.542 -1.815 -2.694  -0.0723
29 C 3.101 -3.404 -1.838  0.2159
30 C 3.373 -4.733 -2.740  -0.2970
31 C 2.096 -5.712 -2.454  -0.3671
32 H 3.687 -1.943 4.346  -0.0261
33 H 4.956 -2.397 3.029  0.3109
34 H 3.104 -2.280 2.638  0.2238
35 H 4.150 0.272 3.939  0.1633
36 H 3.019 0.106 2.505  -0.1905
37 H 6.207 0.023 2.617  0.4704
38 H 5.242 1.369 1.833  -0.1949
39 H 5.206 -1.694 0.799  0.1592
40 H 6.568 -0.540 0.378  0.3576
41 H 5.870 1.631 -0.501  0.0531
42 H 4.865 1.366 -2.061  0.5742
43 H 4.212 3.012 0.441  0.1632
44 H 3.588 3.128 -1.283  0.3764
45 H 2.414 0.727 0.548  -0.6417
46 H 1.975 2.470 0.923  -0.0217
47 H 0.516 2.726 -0.931  0.0790
48 H 1.689 1.814 -2.066  0.3694
49 H 0.856 -0.807 0.374  -0.1335
50 H -2.599 0.695 -0.519  0.3095
51 H -1.602 1.370 0.967  0.2887
52 H -3.704 -1.894 -0.195  0.2772
53 H -3.993 -4.068 1.442  0.1259
54 H -3.337 -4.484 4.718  -0.0349
55 H -1.476 -4.792 4.382  0.2957
56 H -2.718 -5.472 3.196  0.0429
57 H -0.744 -2.221 4.336  0.2895
58 H -0.458 -0.115 2.784  0.2314
59 H 1.953 -3.376 -1.675  -0.4098
60 H 3.603 -3.493 -0.812  0.2551
61 H 4.286 -5.317 -2.354  0.2314
62 H 3.473 -4.504 -3.857  0.2434
63 H 1.157 -5.257 -2.958  0.1590
64 H 2.285 -6.793 -2.766  -0.1253
65 H 1.878 -5.664 -1.316  0.2649
66 C -6.080 -4.221 6.988  -0.0125
67 Cl -6.328 -5.377 5.674  -0.0630
68 Cl -6.268 -5.015 8.560  -0.1400
69 Cl -4.484 -3.470 6.858  -0.1023
70 H -6.834 -3.441 6.906  0.3038
71 C -6.090 0.652 -0.227  -0.1810
72 Cl -5.849 2.334 0.284  -0.1948
73 Cl -6.542 0.578 -1.938  -0.1385
74 Cl -4.625 -0.303 0.064  -0.0577
75 H -6.903 0.229 0.362  0.3349
76 C 3.389 3.912 3.786  1.3547
77 Cl 2.112 2.748 4.164  -0.0986
78 Cl 2.913 4.940 2.427  -0.1181
79 Cl 3.763 4.902 5.204  -0.1831
80 H 4.283 3.362 3.504  -0.9832
81 C -0.104 2.142 -6.780  0.4845
82 Cl 1.357 1.236 -7.200  -0.1347
83 Cl 0.311 3.776 -6.240  -0.0786
84 Cl -1.215 2.205 -8.157  -0.1491
85 H -0.603 1.627 -5.960  -0.0674
86 C -5.982 4.647 -2.587  0.6869
87 Cl -7.466 5.568 -2.297  -0.1400
88 Cl -6.137 3.669 -4.052  -0.1256
89 Cl -4.589 5.730 -2.711  -0.0915
90 H -5.822 3.980 -1.742  -0.3183
91 C -0.539 6.917 -3.557  0.0617
92 Cl -0.778 8.491 -2.783  -0.1588
93 Cl 0.744 7.006 -4.771  -0.1410
94 Cl -0.163 5.678 -2.355  -0.0156
95 H -1.464 6.637 -4.057  0.2349
96 C 3.528 -1.359 8.059  -0.0580
97 Cl 5.267 -1.336 8.389  -0.1361
98 Cl 3.093 -0.068 6.930  -0.0374
99 Cl 3.036 -2.935 7.422  -0.1219
100 H 3.000 -1.188 8.995  0.3390
101 C 7.990 3.385 3.548  -0.0364
102 Cl 9.249 3.074 4.753  -0.1417
103 Cl 7.750 1.951 2.534  -0.0245
104 Cl 6.488 3.887 4.344  -0.0630
105 H 8.322 4.202 2.909  0.3251
106 C 3.141 -10.247 -2.990  0.0302
107 Cl 2.136 -9.786 -1.609  -0.1113
108 Cl 3.338 -8.882 -4.099  -0.1137
109 Cl 4.717 -10.836 -2.443  -0.1257
110 H 2.640 -11.053 -3.524  0.2944
111 C -7.014 8.791 -4.177  0.2977
112 Cl -8.496 9.715 -3.889  -0.1206
113 Cl -7.168 7.810 -5.642  -0.1052
114 Cl -5.620 9.874 -4.298  -0.1043
115 H -6.857 8.122 -3.332  0.0325
116 C -7.740 10.889 -7.803  0.7302
117 Cl -9.222 11.813 -7.515  -0.1299
118 Cl -7.894 9.909 -9.269  -0.1321
119 Cl -6.346 11.973 -7.925  -0.1253
120 H -7.583 10.221 -6.957  -0.3444
121 C -4.806 -8.549 3.366  -0.0835
122 Cl -6.491 -8.396 3.884  -0.1260
123 Cl -4.373 -7.232 2.268  -0.0545
124 Cl -3.725 -8.570 4.767  -0.1132
125 H -4.695 -9.492 2.833  0.3735

Cartesian forces, eV/Å:
-1.2 0.5 0.3
0.5 0.6 0.7
0.0 -0.6 0.2
0.8 -0.8 1.1
1.0 -0.8 -1.8
0.0 1.3 -0.5
0.1 0.2 0.4
-1.1 1.3 0.2
0.6 0.4 -0.1
0.6 1.0 1.5
-0.4 -1.6 0.8
0.2 -1.1 1.4
3.2 -1.9 3.8
3.3 3.5 1.3
-0.1 1.6 -1.0
0.8 0.4 -1.4
-1.9 1.0 -3.9
-2.9 -3.8 -0.5
-5.1 -3.6 -1.2
1.7 2.4 -3.8
-1.5 -2.6 3.8
3.1 0.5 0.2
0.8 -1.5 4.7
-0.7 1.8 -5.4
1.1 2.6 1.1
1.6 -0.9 0.2
-2.4 0.3 1.1
0.6 0.5 0.8
-0.8 -1.0 0.4
-0.7 -0.7 0.9
0.0 1.1 0.3
0.7 0.0 -1.8
-1.3 0.8 0.2
1.5 0.3 0.7
-0.2 -0.7 -1.7
1.4 -0.7 0.4
-1.7 0.1 -1.1
-0.3 -1.9 0.2
0.2 1.8 -0.3
-1.7 0.2 0.0
-1.2 -0.5 -0.8
0.1 -0.1 2.0
-0.6 -1.0 -1.2
0.1 -1.2 1.4
0.4 1.4 -0.8
0.7 -1.2 -1.1
1.2 -1.3 -0.2
-0.8 0.0 1.2
0.1 0.1 -0.2
1.4 0.0 1.3
-0.4 -1.0 -1.2
2.1 -1.2 1.3
1.2 1.5 0.3
1.3 -0.3 -1.3
-1.8 0.4 -0.5
0.2 1.4 1.6
-1.2 -0.2 -1.5
-1.2 -1.1 -0.8
2.1 0.2 -0.1
-0.7 0.2 -1.5
-1.1 1.2 -0.8
-0.1 -0.2 1.7
1.5 -1.0 0.7
-0.4 1.6 0.4
0.4 -0.3 -1.8
0.1 0.0 -0.1
0.0 0.1 0.1
0.0 0.1 -0.1
-0.2 0.0 0.1
0.2 -0.2 0.0
0.3 -0.1 -0.2
-0.1 0.1 0.1
-0.1 0.1 0.0
-3.6 2.0 -0.1
0.1 0.2 -0.1
-0.4 -0.1 -0.2
0.1 0.1 0.0
0.1 -0.1 0.1
-0.2 0.0 0.0
-0.3 0.1 0.0
0.0 -0.1 0.2
-0.1 0.1 0.1
-0.1 -0.1 0.0
0.0 0.0 0.1
0.1 0.1 -0.1
0.1 -0.2 -0.2
0.0 0.0 0.1
0.0 0.1 0.2
-0.1 0.0 0.1
-0.1 0.1 -0.2
0.0 -0.2 0.1
0.0 -0.1 -0.1
-0.1 0.0 0.0
-0.1 0.1 -0.1
0.2 0.1 0.1
0.0 0.0 -0.1
-0.1 0.0 0.0
0.0 -0.1 0.1
0.0 0.1 0.1
0.1 0.0 -0.2
0.1 -0.1 -0.1
0.0 0.1 -0.1
0.3 0.7 0.2
0.7 -0.1 -0.1
-0.1 -0.2 0.2
0.0 0.1 0.0
0.1 -0.1 -0.1
0.0 -0.2 0.0
-0.1 0.0 -0.1
0.1 0.2 0.1
0.1 0.0 0.1
0.1 -0.1 0.0
0.0 0.0 0.1
-0.1 -0.1 0.0
0.0 0.1 -0.2
0.0 0.0 0.0
0.1 -0.1 0.0
0.0 0.0 0.2
-0.1 -0.1 0.0
0.0 0.1 -0.2
0.1 0.1 0.0
0.1 -0.1 -0.1
-0.2 -0.3 0.0
-0.1 0.0 -0.1
0.0 0.2 0.1

Its charge is -1. Its HOMO-LUMO gap is 0.2335 hartree. The spin multiplicity is 1. The calculation puts the electronic energy at -19388.25853 Eh.

No. 2
This record from the OMol25 dataset describes an isolated molecule of C21H17ClN2O5S. The level of theory is ωB97M-V/def2-TZVPD.

Last column: Mulliken charge in e.
Element x y z (Å)
1 C -4.954 1.489 1.136  -1.4631
2 C -5.017 0.388 0.116  0.9902
3 C -6.242 -0.128 -0.276  -0.6635
4 C -6.333 -1.143 -1.213  -0.6707
5 C -5.179 -1.660 -1.773  -0.6498
6 C -3.943 -1.164 -1.400  -0.6997
7 C -3.854 -0.144 -0.460  0.4641
8 N -2.619 0.386 -0.055  -0.0321
9 C -1.371 0.041 -0.447  0.4390
10 O -1.079 -0.796 -1.274  -0.6698
11 C -0.286 0.856 0.212  -0.3113
12 C 0.728 1.325 -0.617  -0.1596
13 C 1.786 2.037 -0.095  -0.1893
14 C 1.879 2.292 1.259  -0.2418
15 C 0.892 1.815 2.104  -0.8176
16 C -0.178 1.099 1.582  0.6604
17 Cl -1.346 0.474 2.693  -0.1955
18 H 0.950 1.987 3.167  0.4895
19 H 2.718 2.855 1.633  0.4917
20 S 3.114 2.517 -1.203  1.1461
21 O 4.072 3.285 -0.473  -0.6430
22 O 2.581 3.040 -2.420  -0.6943
23 N 3.763 1.022 -1.607  -0.2805
24 C 3.987 0.069 -0.614  0.4426
25 C 3.642 -1.262 -0.816  -0.8185
26 C 3.870 -2.195 0.189  0.1064
27 C 4.431 -1.800 1.400  -0.5536
28 C 4.776 -0.475 1.593  -0.7271
29 C 4.561 0.458 0.595  -0.2094
30 H 4.842 1.490 0.726  0.7674
31 H 5.224 -0.164 2.525  0.4353
32 H 4.592 -2.543 2.166  0.4712
33 C 3.510 -3.621 0.007  0.4322
34 O 3.605 -4.464 0.863  -0.5881
35 O 3.060 -3.903 -1.223  -0.4482
36 H 2.830 -4.844 -1.281  0.3484
37 H 3.198 -1.576 -1.748  0.4135
38 H 3.368 0.665 -2.464  0.3242
39 H 0.673 1.133 -1.677  0.5030
40 H -2.691 1.113 0.643  0.1145
41 H -3.042 -1.564 -1.832  0.5296
42 H -5.235 -2.452 -2.503  0.3885
43 H -7.300 -1.526 -1.501  0.3830
44 H -7.144 0.275 0.162  0.3258
45 H -5.958 1.754 1.459  0.3826
46 H -4.392 1.179 2.018  0.3015
47 H -4.489 2.385 0.723  0.3758

Cartesian forces, eV/Å:
0.0 -0.1 -0.1
0.0 0.0 0.0
0.1 0.0 0.0
-0.1 -0.1 -0.1
-0.1 0.1 0.1
0.2 -0.1 -0.1
-0.3 -0.3 -0.2
-0.3 0.3 0.1
0.2 0.2 0.2
0.0 -0.1 -0.1
0.2 0.0 0.0
-0.2 0.0 0.0
0.4 0.3 -0.3
0.0 0.1 0.1
-0.1 0.0 -0.1
0.2 0.1 -0.2
0.0 -0.1 0.3
0.0 0.0 0.1
0.1 0.0 0.1
-0.2 -0.3 -0.2
0.0 -0.2 0.3
-0.2 -0.2 -0.1
-0.2 0.9 -0.3
0.3 -0.5 0.8
0.0 0.1 0.1
0.1 0.4 0.0
-0.1 -0.2 -0.1
-0.1 0.0 0.0
0.0 -0.1 -0.1
0.1 0.0 0.1
0.0 0.0 0.1
0.0 -0.1 0.1
0.0 -0.6 0.3
0.0 0.1 0.0
-0.1 0.1 -0.5
0.1 0.1 0.3
-0.1 0.0 -0.1
-0.1 0.1 -0.1
-0.1 -0.1 -0.1
0.2 -0.1 -0.1
0.0 0.0 0.0
0.0 -0.1 -0.1
-0.1 0.0 0.0
-0.1 0.1 0.1
0.0 0.0 0.0
0.0 0.1 0.1
0.0 0.1 0.0

Its SMILES is Cc1ccccc1NC(=O)c1cc(S(=O)(=O)Nc2cccc(C(=O)O)c2)ccc1Cl. Its charge is 0. The value obtained for the energy above the lowest of the compared OMol25 structures with the same formula, charge and spin is 0.0 kcal/mol. Its HOMO-LUMO gap is 0.3161 hartree. The spin multiplicity is 1. The calculation puts the electronic energy at -2154.59538 Eh.

No. 3
This record from the OMol25 dataset describes a 2-piece molecular cluster, C5H8O2 overall. The level of theory is ωB97M-V/def2-TZVPD.

Last column: Mulliken charge in e.
Element x y z (Å)
1 O 1.104 -0.926 1.267  -0.4949
2 C 1.728 -0.062 0.400  -0.2301
3 C 1.363 0.045 -0.873  -0.1054
4 C -1.561 0.968 0.927  -0.9530
5 C -2.835 0.678 0.806  0.8691
6 O -3.970 0.419 0.704  -0.3758
7 C 0.278 -0.764 -1.520  -0.9850
8 H 1.560 -0.909 2.114  0.3089
9 H 2.524 0.546 0.828  0.3290
10 H 0.687 -1.420 -2.298  0.3161
11 H 1.901 0.769 -1.480  0.3100
12 H -0.858 0.200 1.236  0.2266
13 H -1.216 1.960 0.666  0.2347
14 H -0.236 -1.389 -0.786  0.2816
15 H -0.468 -0.116 -1.993  0.2681

Cartesian forces, eV/Å:
0.1 0.0 0.2
0.1 0.2 -0.3
0.1 0.0 0.1
-0.1 0.0 0.0
-0.7 -0.1 0.0
1.0 0.2 0.1
-0.1 -0.1 0.0
-0.1 0.0 -0.1
-0.1 -0.1 -0.1
-0.1 0.1 0.1
-0.1 -0.1 0.1
-0.2 0.1 -0.1
-0.1 -0.1 0.0
0.1 0.1 -0.1
0.1 -0.1 0.1

Its SMILES is C/C=C\O.C=C=O. Its charge is 0. The value obtained for the energy above the lowest of the compared OMol25 structures with the same formula, charge and spin is 45.5 kcal/mol. Its HOMO-LUMO gap is 0.3488 hartree. The spin multiplicity is 1. The calculation puts the electronic energy at -345.73243 Eh.

No. 4
This record from the OMol25 dataset describes a 3-piece molecular cluster, C21H22BrFN4O10PS overall. The level of theory is ωB97M-V/def2-TZVPD.

Last column: Mulliken charge in e.
Element x y z (Å)
1 C -1.282 -1.772 0.563  -0.0613
2 C -1.564 -0.584 0.042  -0.8437
3 C -1.996 0.971 0.040  0.8384
4 C -3.487 1.469 0.048  -0.0466
5 C -4.724 0.445 0.052  -0.1498
6 Br -5.086 -0.141 -1.830  -0.0186
7 C -6.035 0.953 0.853  -0.5828
8 C -7.230 1.441 -0.139  -1.1556
9 N -3.424 2.936 0.008  0.1715
10 P -4.800 4.062 -0.047  0.2834
11 N -5.369 4.153 -1.557  -0.6138
12 C -1.987 3.295 -0.022  -0.0794
13 S -1.253 5.012 -0.129  1.1204
14 O -0.029 5.042 -1.028  -0.4613
15 O -0.858 5.392 1.274  -0.4873
16 F -2.338 6.140 -0.791  -0.2198
17 N -1.089 2.143 -0.001  0.3624
18 C 0.412 2.054 -0.059  -0.7778
19 N 0.839 2.203 -1.495  -0.4937
20 H -0.881 -2.779 1.006  0.3294
21 H -4.354 -0.512 0.607  0.4260
22 H -5.780 1.718 1.683  0.3474
23 H -6.463 0.023 1.416  0.3132
24 H -6.835 2.103 -0.992  0.3950
25 H -7.686 0.497 -0.652  0.3792
26 H -8.104 1.933 0.432  0.3110
27 H -5.906 3.673 0.783  0.1308
28 H -4.337 5.331 0.439  0.0939
29 H -4.850 3.521 -2.190  0.2925
30 H 0.700 0.987 0.267  0.3098
31 H 0.880 2.888 0.584  0.3674
32 H 0.548 1.381 -2.051  0.2557
33 H 1.878 2.264 -1.561  0.3470
34 C 6.653 0.641 0.489  -0.8051
35 C 5.472 0.530 -0.122  0.2767
36 C 4.627 1.726 -0.399  0.9336
37 O 3.556 1.591 -0.979  -0.6910
38 C 5.118 3.034 0.046  -0.8721
39 C 6.298 3.145 0.660  0.3790
40 C 7.156 1.953 0.913  0.8312
41 O 8.236 2.091 1.460  -0.5748
42 O 6.765 4.356 1.081  -0.5486
43 O 4.991 -0.687 -0.520  -0.5511
44 H 7.277 -0.219 0.694  0.4266
45 H 4.487 3.892 -0.146  0.4650
46 H 7.634 4.172 1.492  0.3551
47 H 4.126 -0.502 -0.936  0.3176
48 C 1.574 -6.793 1.481  -0.8688
49 C 1.943 -7.847 0.750  0.2808
50 C 1.843 -7.833 -0.737  0.9124
51 O 2.206 -8.805 -1.376  -0.5766
52 C 1.296 -6.631 -1.378  -0.8627
53 C 0.924 -5.579 -0.647  0.3540
54 C 1.051 -5.583 0.839  1.0254
55 O 0.717 -4.596 1.480  -0.5897
56 O 0.411 -4.454 -1.236  -0.4999
57 O 2.429 -8.980 1.337  -0.5431
58 H 1.644 -6.789 2.561  0.4319
59 H 1.212 -6.640 -2.457  0.4323
60 H 0.220 -3.838 -0.500  0.1229
61 H 2.625 -9.592 0.599  0.3562

Cartesian forces, eV/Å:
-0.9 6.2 -2.5
0.9 -3.3 4.0
-2.3 0.3 -0.3
4.2 -0.6 -0.2
0.7 0.4 1.6
0.4 0.4 1.1
-1.2 -0.7 -0.2
-0.2 -0.7 -0.2
4.7 -2.8 0.9
-2.5 1.2 -4.4
1.7 -0.9 2.4
-0.9 -2.4 -0.3
6.6 3.0 0.8
-5.3 -0.8 2.2
-2.9 -1.3 -3.8
1.4 -3.0 1.5
-5.9 0.2 0.0
1.8 -0.5 -1.4
-0.3 -0.2 0.8
-1.0 2.2 -1.1
-0.3 1.9 -1.2
-0.2 -1.2 -1.5
1.0 1.7 -1.0
-0.7 -0.7 1.5
0.9 1.7 1.0
1.6 -0.6 -0.8
1.2 -0.1 0.4
0.3 -1.0 0.3
-0.5 0.7 0.2
-0.9 1.8 0.3
-0.9 -1.5 -1.0
0.2 0.5 0.6
-1.1 0.0 0.4
0.2 0.2 0.1
0.0 -1.4 -0.2
0.1 0.9 0.1
0.3 -0.4 0.1
-0.5 -0.4 -0.3
0.2 1.8 0.4
0.7 -0.7 0.2
-0.6 0.3 -0.2
-0.1 -1.8 -0.3
-0.2 1.5 0.1
0.0 0.0 0.0
0.1 0.0 0.0
-0.1 0.1 -0.1
0.3 -0.1 0.0
-0.2 0.6 0.0
0.5 -1.1 1.2
0.0 -0.2 -0.9
-0.1 0.3 0.5
0.1 -0.2 0.0
-0.4 0.7 -1.0
0.2 -0.4 0.7
-0.2 0.1 -0.5
0.3 -0.6 1.1
-0.5 1.1 -1.3
0.0 0.0 -0.1
0.0 0.0 0.0
0.2 -0.2 -0.3
0.0 0.1 0.2

Its charge is +1. The value obtained for the energy above the lowest of the compared OMol25 structures with the same formula, charge and spin is 169.8 kcal/mol. Its HOMO-LUMO gap is 0.2417 hartree. The spin multiplicity is 1. The calculation puts the electronic energy at -5197.63441 Eh.

Number 1: HOMO -0.1849 hartree, LUMO energy 0.04860 Eh. Number 2: HOMO -0.3192 hartree, LUMO energy -0.00304 Eh. Number 3: HOMO -0.3262 hartree, LUMO energy 0.02264 Eh. Number 4: HOMO -0.4313 hartree, LUMO energy -0.18966 Eh.